No. 1
Formula: C39H31I2N6NiO3P2Se2
Source: the Open Molecules 2025 dataset
Level of theory: ωB97M-V/def2-TZVPD

Last column: Löwdin spin population.
CARTESIAN COORDINATES (ANGSTROEM)
Ni 1.33068 1.40707 1.54076  1.710
I 3.96193 7.59156 5.03862  0.000
C 3.62360 5.69148 4.15249  0.000
C 4.64656 5.13279 3.38169  0.000
C 4.47748 3.85648 2.83756  0.002
I 6.00915 3.03607 1.76199  0.000
C 3.28110 3.15440 2.99107  0.005
O 3.07320 2.09448 2.32965  0.036
C 2.27984 3.75724 3.81133  0.000
C 0.93376 2.98369 3.96800  0.001
N 0.23064 2.72419 2.64696  0.054
C -0.11040 3.94818 1.91845  0.005
C 0.94481 4.28356 0.91553  0.004
C 1.45287 5.57595 0.79482  0.001
C 2.45561 5.80127 -0.09715  0.001
C 2.86120 4.78423 -0.96268  0.000
C 2.32731 3.52811 -0.71420  0.003
N 1.39128 3.30852 0.22709  0.027
C 2.43992 5.00669 4.39047  0.000
H 5.61958 5.70665 3.37944  0.000
H 0.22969 3.43985 4.64316  0.002
H 1.13431 1.97797 4.38036  0.000
H -0.57011 2.12450 2.91121  0.000
H -0.25358 4.75871 2.65142  0.002
H -1.03085 3.79644 1.34878  0.000
H 1.11173 6.33789 1.48583  0.000
H 3.00036 6.77041 -0.22369  0.000
H 3.64481 4.99984 -1.71133  0.000
H 2.64487 2.60335 -1.21918  0.000
H 1.63757 5.51449 4.93981  0.000
Se -4.62549 -2.08890 0.84290  0.000
P -3.29597 -1.61862 -0.77286  0.000
C -4.03704 -0.75982 -2.23784  0.000
C -5.36438 -0.84924 -2.41395  0.000
C -5.91804 -0.32085 -3.61584  0.000
C -5.08637 0.22885 -4.59889  0.000
C -3.72059 0.25654 -4.36831  0.000
C -3.16203 -0.20327 -3.20581  0.000
C -2.63808 -3.18698 -1.41307  0.000
C -2.37761 -4.21958 -0.47934  0.000
C -1.76880 -5.35516 -0.86567  0.000
C -1.50292 -5.53420 -2.22559  0.000
C -1.85647 -4.62366 -3.20074  0.000
C -2.39478 -3.41652 -2.78670  0.000
C -1.98036 -0.43094 -0.37706  0.001
C -0.61526 -0.34561 -0.06671  0.002
N -0.42423 0.89872 0.43529  0.034
N -1.57677 1.55536 0.41167  0.000
N -2.49719 0.80243 -0.16341  0.002
P 0.85083 -1.32341 -0.16146  0.004
Se 2.71007 -0.23164 -0.07349  0.037
C 0.68922 -2.66406 1.04337  0.000
C -0.46529 -2.80053 1.76733  0.000
C -0.59331 -3.77372 2.74507  0.000
C 0.45234 -4.63944 2.97586  0.000
C 1.54087 -4.56373 2.18229  0.000
C 1.72580 -3.55419 1.23903  0.000
C 0.79389 -2.05108 -1.89665  0.001
C 1.32980 -3.27635 -2.24251  0.001
C 1.43066 -3.60127 -3.55690  0.000
C 1.06011 -2.67378 -4.53748  0.000
C 0.44543 -1.48282 -4.17634  0.000
C 0.30698 -1.19084 -2.80612  0.001
H -6.04734 -1.29394 -1.72539  0.000
H -6.99915 -0.32147 -3.67293  0.000
H -5.52871 0.71584 -5.47837  0.000
H -3.13658 0.69537 -5.21412  0.000
H -2.15876 -0.11083 -2.91513  0.000
H -2.67266 -4.05941 0.55860  0.000
H -1.46421 -6.09011 -0.21552  0.000
H -1.00670 -6.44776 -2.54667  0.000
H -1.58087 -4.78069 -4.25041  0.000
H -2.61174 -2.63101 -3.54212  0.000
H -1.33742 -2.16302 1.53147  0.000
H -1.48940 -3.88170 3.33362  0.000
H 0.30369 -5.37207 3.78286  0.000
H 2.35073 -5.25517 2.32884  0.000
H 2.64552 -3.44005 0.62488  0.000
H 1.51772 -4.00414 -1.49767  0.000
H 1.81889 -4.55510 -3.90101  0.000
H 1.12104 -2.93023 -5.55952  0.000
H 0.04216 -0.91624 -5.00116  0.000
H -0.03588 -0.17057 -2.57305  0.000
O 1.37587 -1.18069 4.50105  0.002
N 1.80312 -0.54587 3.54582  0.000
O 0.87673 0.08115 2.96754  0.058

- E: -9648.3749 a.u.
- HOMO (spin up / spin down): -5.0 / -4.9 eV
- Multiplicity: 3
- Energy relative to the best compared isomer or geometry (same formula, charge and spin): 0.000 eV
- Frontier orbital gap (spin up / spin down): 7.08 / 7.07 eV
- E_LUMO (spin up / spin down): 2.12 / 2.12 eV
- Total charge: -1

No. 2
Formula: C39H32BeClN3O2P2S2Se2
Source: the Open Molecules 2025 dataset
Level of theory: ωB97M-V/def2-TZVPD

Last column: Mulliken charge in e.
CARTESIAN COORDINATES (ANGSTROEM)
Be 1.27576 0.27916 -0.91250  -0.676
Cl 2.73441 1.71951 -0.48045  0.071
C 4.01368 0.66315 0.14027  0.744
C 5.35742 1.02175 0.01966  -0.723
C 6.27443 -0.01521 0.27129  -0.576
C 5.83847 -1.21838 0.81895  -0.607
C 4.49284 -1.44265 1.09627  -0.763
C 3.54219 -0.53578 0.65846  -0.366
P 1.73178 -0.78928 0.86263  2.742
C 1.35524 0.00308 2.33985  0.076
C 2.22741 0.94779 2.96582  -0.814
C 1.76232 1.61454 4.07000  -0.667
C 0.49856 1.40492 4.55763  -0.405
C -0.40896 0.51446 3.94264  -0.735
C 0.00861 -0.07185 2.75737  -0.277
C 1.58806 -2.61201 1.22083  0.207
C 1.97136 -3.07729 2.48008  -0.827
C 1.72942 -4.47704 2.77825  -0.605
C 1.51045 -5.35352 1.76822  -0.483
C 1.21808 -4.90467 0.49654  -0.620
C 1.15429 -3.56093 0.24553  -0.043
H 5.67456 2.04230 -0.30155  0.423
H 7.29626 0.02646 -0.02616  0.444
H 6.57315 -2.02486 1.05521  0.355
H 4.18609 -2.43371 1.50062  0.287
H 3.17302 1.13081 2.50581  0.484
H 2.36046 2.38063 4.51801  0.474
H 0.24188 1.91203 5.49117  0.335
H -1.45235 0.42849 4.18200  0.507
H -0.74818 -0.60898 2.12384  0.387
H 2.20781 -2.42050 3.31832  0.418
H 1.69780 -4.69736 3.84170  0.377
H 1.40255 -6.42718 2.01365  0.328
H 1.12922 -5.62285 -0.34467  0.407
H 0.60581 -3.25457 -0.69748  0.245
Se -0.58720 1.04543 -0.19833  0.289
P -0.47398 3.34630 0.36428  0.983
Se 0.89602 4.24896 1.72509  -0.436
C -0.42961 4.20422 -1.18750  0.101
C 0.52210 5.18080 -1.44073  -0.279
C 0.50031 5.78891 -2.72043  -0.577
C -0.36564 5.31749 -3.69803  -0.317
C -1.26157 4.37413 -3.45837  -0.906
C -1.29142 3.71705 -2.19353  -0.457
C -2.01163 3.82667 1.01410  0.206
C -2.64706 5.10546 0.71381  -0.609
C -3.79131 5.47924 1.38064  -0.489
C -4.39841 4.64114 2.37864  -0.464
C -3.80212 3.44019 2.63602  -0.648
C -2.62023 3.02901 1.97839  0.109
H 1.22831 5.44562 -0.60020  0.194
H 1.01149 6.75107 -2.85416  0.373
H -0.16306 5.60376 -4.77997  0.270
H -1.94167 4.06318 -4.18624  0.482
H -1.95990 2.92269 -1.92730  0.484
H -2.37109 5.68496 -0.12964  0.330
H -4.20418 6.40421 0.95845  0.341
H -5.35690 5.05211 2.88732  0.266
H -4.27123 2.65293 3.26998  0.318
H -2.15162 2.06044 2.04583  0.077
N -5.45397 -4.95463 0.10949  -0.631
C -4.46164 -4.36282 -0.68081  0.875
C -3.88359 -3.15232 -0.36083  -0.899
C -2.95660 -2.56395 -1.19238  -0.720
C -2.87131 -3.09038 -2.47818  0.262
C -3.52228 -4.24398 -2.92959  -0.738
C -4.43081 -4.76920 -2.03127  -0.469
S -1.59517 -2.44905 -3.53978  1.045
O -1.00675 -3.60525 -4.09496  -0.672
O -2.17975 -1.34787 -4.29176  -0.671
N -0.55703 -1.69385 -2.48313  0.161
C 0.70690 -1.47608 -2.84668  -0.128
S 1.41566 -2.38736 -4.32258  -0.120
C 2.87922 -1.61230 -3.99517  -0.593
C 2.79201 -0.74037 -2.90068  -0.207
N 1.62031 -0.67491 -2.24098  0.763
H -5.33333 -4.79043 1.09159  0.257
H -5.64454 -5.97829 -0.08940  0.252
H -4.13491 -2.71280 0.61974  0.266
H -2.43922 -1.70694 -0.91814  0.936
H -3.38875 -4.40866 -4.04329  0.318
H -5.15910 -5.55758 -2.27002  0.252
H 3.76686 -1.65849 -4.65361  0.341
H 3.55546 0.01106 -2.71345  0.352

- E: -8576.9896 a.u.
- HOMO: -7.3 eV
- Multiplicity: 1
- Frontier orbital gap: 7.15 eV
- E_LUMO: -0.11 eV
- Total charge: 0

No. 3
Formula: C39H32Cl2GaGeIO3P
Source: the Open Molecules 2025 dataset
Level of theory: ωB97M-V/def2-TZVPD

Last column: Mulliken charge in e.
CARTESIAN COORDINATES (ANGSTROEM)
Ga 2.00558 0.85553 -2.62077  -0.046
I 3.71453 -0.37914 -3.98237  -0.379
Cl 2.12678 3.14923 -4.56545  -0.175
C 2.56615 4.29813 -3.28711  1.239
Cl 3.83682 5.38994 -3.87770  -0.208
C 3.00338 3.63566 -1.95574  0.324
O 3.40245 4.39521 -1.09813  -0.666
O 2.85807 2.36782 -1.82022  -0.147
H 1.68891 4.90682 -3.08738  -0.555
O 1.45791 -2.98647 -1.44377  -0.794
P 0.94681 -3.23888 -0.07750  1.429
C -0.79030 -2.80650 0.19142  0.660
C -1.22604 -2.09956 1.30744  -0.114
C -2.58197 -1.85729 1.49243  -0.730
C -3.50317 -2.31993 0.56715  -0.409
C -3.07185 -3.01200 -0.55785  -0.779
C -1.72127 -3.25038 -0.74734  -0.385
C 1.86631 -2.39725 1.22807  -0.210
C 2.25484 -3.01338 2.41482  -0.130
C 2.95591 -2.29417 3.37257  -0.804
C 3.27366 -0.96240 3.14241  -0.669
C 2.89142 -0.34725 1.95846  -0.558
C 2.18410 -1.05816 1.00148  -0.203
C 1.01232 -5.00545 0.34726  0.044
C 1.97131 -5.77651 -0.30421  -0.561
C 2.09655 -7.12717 -0.01238  -0.652
C 1.26277 -7.71447 0.92957  -0.416
C 0.29847 -6.95248 1.57559  -0.724
C 0.17190 -5.60183 1.28324  -0.082
H -0.50697 -1.72678 2.02659  0.394
H -2.91816 -1.29401 2.35406  0.370
H -4.55647 -2.11365 0.70689  0.352
H -3.78948 -3.35298 -1.29373  0.382
H -1.37760 -3.77872 -1.62941  0.416
H 2.01972 -4.05595 2.59118  0.358
H 3.25713 -2.77522 4.29502  0.402
H 3.81893 -0.39832 3.88940  0.392
H 3.13111 0.69177 1.78045  0.618
H 1.85634 -0.57711 0.08357  0.163
H 2.60165 -5.30528 -1.04872  0.451
H 2.84223 -7.72287 -0.52364  0.383
H 1.35943 -8.76925 1.15552  0.370
H -0.35963 -7.41105 2.30300  0.395
H -0.58888 -5.00984 1.77914  0.402
C 0.39393 0.50299 -1.83772  0.253
Ge -0.49585 1.80012 -0.81531  0.653
C -2.41943 1.37713 -0.67800  0.056
C -3.01541 0.48211 -1.56192  -0.471
C -4.38701 0.25596 -1.54063  -0.685
C -5.18714 0.91454 -0.61937  -0.436
C -4.60995 1.81004 0.27369  -0.694
C -3.24212 2.04219 0.23418  -0.321
C 0.15025 2.08117 1.03594  -0.085
C 1.30543 2.82584 1.28763  0.189
C 1.77472 3.00794 2.58297  -0.796
C 1.11411 2.42417 3.65535  -0.477
C -0.02053 1.65928 3.42308  -0.777
C -0.49587 1.49953 2.12692  0.041
C -0.51411 3.60997 -1.63107  0.213
C -0.90376 3.69856 -2.96932  -0.468
C -1.02232 4.92332 -3.61114  -0.625
C -0.73755 6.09690 -2.92271  -0.542
C -0.34708 6.03083 -1.59252  -0.688
C -0.24603 4.79901 -0.95398  -0.042
H -0.11027 -0.42996 -2.06216  0.481
H -2.39696 -0.04109 -2.28341  0.292
H -4.82966 -0.44242 -2.24185  0.396
H -6.25634 0.73838 -0.59923  0.376
H -5.22923 2.33599 0.99113  0.406
H -2.80704 2.75851 0.92397  0.367
H 1.86586 3.26906 0.47273  -0.095
H 2.66847 3.59885 2.74717  0.431
H 1.48443 2.55756 4.66504  0.368
H -0.53766 1.18975 4.25238  0.421
H -1.39096 0.90973 1.96286  0.360
H -1.10127 2.78471 -3.52107  0.368
H -1.32084 4.96236 -4.65210  0.351
H -0.81411 7.05548 -3.42174  0.354
H -0.11469 6.93909 -1.04940  0.396
H 0.05430 4.77400 0.08631  0.280

- E: -7292.4049 a.u.
- HOMO: -4.1 eV
- Multiplicity: 1
- Energy relative to the best compared isomer or geometry (same formula, charge and spin): 0.129 eV
- Frontier orbital gap: 6.51 eV
- E_LUMO: 2.38 eV
- Total charge: -1

Q: Which of these has the highest E?
A: C39H32Cl2GaGeIO3P

Q: Look up the total charge of the second one.
A: 0

Q: What is the formula in the first record?
A: C39H31I2N6NiO3P2Se2